(1)
Computed, not measured: the ion C3H11N3 with charge +2 at a distorted geometry, with ωB97M-V with the def2-TZVPD basis set.

XYZ file:
```
17
Properties=species:S:1:pos:R:3:lowdin_charge:R:1
C -0.371 -1.913 0.730 0.028
N -0.965 -1.179 -0.342 0.147
C -0.131 -0.301 -1.141 -0.053
N 0.380 0.752 -0.194 -0.129
C -0.292 1.985 -0.211 0.032
N 1.306 0.453 0.718 0.240
H 0.342 -2.636 0.305 0.147
H 0.472 -1.349 1.309 0.146
H -1.163 -2.348 1.342 0.136
H -1.895 -0.955 -0.352 0.140
H 0.841 -0.736 -1.660 0.208
H -0.812 0.143 -1.910 0.176
H -0.216 2.519 -1.161 0.150
H -1.329 2.021 0.134 0.142
H 0.207 2.491 0.594 0.112
H 2.173 -0.012 0.344 0.210
H 1.453 1.065 1.494 0.167
```

Computed properties:
* charge: +2
* Kohn-Sham gap (alpha / beta): 9.24 / 7.23 eV
* ΔE to the lowest compared entry with this formula, charge and spin: 88.5 kcal per mole
* SMILES string: CNC[N+](C)=[NH2+]

=====

(2)
Computed, not measured: a structure of composition C23H21MoN3O2S4Sb, with ωB97M-V with the def2-TZVPD basis set.

XYZ file:
```
55
Properties=species:S:1:pos:R:3:lowdin_charge:R:1
Mo 0.011 -0.141 -0.567 1.064
C -3.182 1.817 -1.693 -0.052
C -2.031 2.777 -1.771 -0.233
C -2.107 3.868 -2.624 -0.028
C -1.130 4.853 -2.609 -0.062
C -0.063 4.760 -1.738 -0.072
C 0.075 3.667 -0.887 -0.247
C 1.249 3.620 0.046 -0.051
C -0.909 2.678 -0.939 -0.249
N -0.842 1.571 -0.013 -0.133
C -1.205 1.920 1.290 -0.430
O -1.660 2.976 1.630 0.175
C -0.932 0.790 2.223 -0.150
C -1.146 0.771 3.589 0.061
C -0.887 -0.413 4.271 0.019
C -0.470 -1.543 3.574 0.061
C -0.296 -1.430 2.208 -0.150
N -0.490 -0.278 1.581 0.031
C -0.019 -2.540 1.248 -0.432
O 0.133 -3.686 1.565 0.175
N -0.028 -2.054 -0.059 -0.137
C -0.158 -3.079 -1.078 -0.261
C 0.970 -3.715 -1.579 -0.217
C 2.347 -3.467 -1.039 -0.042
C 0.775 -4.645 -2.601 -0.027
C -0.492 -4.925 -3.074 -0.048
C -1.604 -4.304 -2.517 -0.027
C -1.459 -3.372 -1.503 -0.250
C -2.656 -2.722 -0.871 -0.034
H -3.684 1.739 -2.656 0.090
H -3.916 2.177 -0.967 0.100
H -2.890 0.814 -1.380 0.013
H -2.961 3.965 -3.282 0.121
H -1.216 5.705 -3.269 0.115
H 0.685 5.543 -1.711 0.124
H 2.179 3.515 -0.520 0.077
H 1.200 2.800 0.761 0.044
H 1.312 4.549 0.611 0.099
H -1.513 1.659 4.082 0.139
H -1.037 -0.464 5.340 0.130
H -0.301 -2.497 4.054 0.139
H 2.373 -2.637 -0.334 0.040
H 3.044 -3.245 -1.847 0.052
H 2.704 -4.356 -0.518 0.099
H 1.635 -5.151 -3.020 0.124
H -0.623 -5.646 -3.870 0.113
H -2.597 -4.556 -2.868 0.117
H -3.574 -3.110 -1.306 0.089
H -2.672 -1.635 -1.018 0.036
H -2.693 -2.905 0.206 0.089
S 1.577 2.618 -3.846 0.100
Sb 1.662 0.493 -3.434 0.135
S -0.647 -0.293 -2.662 0.265
S 2.068 0.330 -0.637 0.247
S 2.714 -1.293 -4.093 0.049
```

Computed properties:
* charge: +1
* Kohn-Sham gap: 5.80 eV

=====

(3)
Computed, not measured: an isolated molecule of C3H10N2P2 at a distorted geometry, with ωB97M-V with the def2-TZVPD basis set.

XYZ file:
```
17
Properties=species:S:1:pos:R:3:lowdin_charge:R:1
C 1.094 -0.446 0.432 -0.179
C 1.098 -1.611 1.351 -0.133
C 0.149 2.258 -0.574 -0.211
N 0.158 -0.048 -0.391 -0.382
N 0.447 1.011 -1.168 -0.249
P -1.839 -0.238 -0.794 0.419
P -2.025 -1.558 0.807 0.318
H 1.886 0.314 0.527 0.123
H 1.979 -1.544 2.085 0.103
H 1.066 -2.560 0.695 0.113
H 0.125 -1.600 1.843 -0.046
H -0.701 2.715 -1.115 0.059
H -0.196 2.182 0.506 0.086
H 1.089 2.987 -0.509 0.114
H 1.520 1.138 -1.406 0.159
H -2.524 -2.673 0.018 -0.174
H -3.456 -1.162 1.213 -0.120
```

Computed properties:
* Kohn-Sham gap (alpha / beta): 7.02 / 7.01 eV
* ΔE to the lowest compared entry with this formula, charge and spin: 71.1 kcal per mole

=====

(4)
Computed, not measured: a cluster of 2 separate species, C7H17N in total, with ωB97M-V with the def2-TZVPD basis set.

XYZ file:
```
25
Properties=species:S:1:pos:R:3:lowdin_charge:R:1
C 1.802 -1.141 0.686 -0.224
C 1.935 -1.069 -0.836 -0.225
C 0.639 -1.506 -1.521 -0.224
C 0.228 -2.910 -1.073 -0.225
C 0.094 -2.982 0.450 -0.224
C 1.391 -2.545 1.135 -0.225
H 1.028 -0.420 1.012 0.116
H 2.756 -0.851 1.167 0.109
H 2.754 -1.743 -1.156 0.115
H 2.204 -0.042 -1.148 0.109
H 0.760 -1.477 -2.621 0.109
H -0.166 -0.794 -1.253 0.116
H -0.726 -3.200 -1.554 0.109
H 1.002 -3.631 -1.399 0.115
H -0.724 -2.308 0.770 0.115
H -0.175 -4.009 0.761 0.109
H 1.270 -2.574 2.235 0.109
H 2.195 -3.257 0.866 0.115
C -2.139 5.409 0.220 -0.215
N -3.170 4.605 0.885 -0.095
H -1.191 5.278 0.769 0.068
H -2.367 6.487 0.166 0.061
H -2.008 5.025 -0.805 0.068
H -3.320 4.943 1.842 0.056
H -4.069 4.712 0.402 0.056
```

Computed properties:
* Kohn-Sham gap: 10.38 eV
* ΔE to the lowest compared entry with this formula, charge and spin: 7.0 kcal per mole
* SMILES string: C1CCCCC1.CN

=====

(5)
Computed, not measured: a structure of composition C60H58GeN2O4P2S2Ti at a distorted geometry, with ωB97M-V with the def2-TZVPD basis set.

XYZ file:
```
130
Properties=species:S:1:pos:R:3:lowdin_spin:R:1
Ti 0.100 -0.018 -0.033 0.942
C 1.022 -3.947 -1.746 -0.002
N 2.267 -4.198 -1.095 0.000
C 2.150 -4.139 0.325 0.000
P 1.927 -2.353 0.975 0.006
C 0.761 -2.887 2.284 0.002
C -0.540 -2.403 2.173 0.011
C -1.523 -2.815 3.055 0.001
C -1.212 -3.729 4.049 0.000
C 0.068 -4.253 4.138 0.000
C 1.051 -3.849 3.251 0.000
C 3.517 -1.971 1.806 0.000
C 4.470 -1.410 0.953 0.001
C 5.667 -0.927 1.442 0.000
C 5.920 -0.972 2.805 0.001
C 4.979 -1.518 3.662 0.000
C 3.779 -2.015 3.172 0.001
C 3.501 -3.997 -1.717 0.000
C 4.678 -3.910 -0.969 0.000
C 5.903 -3.714 -1.575 0.000
C 6.002 -3.589 -2.948 0.000
C 4.852 -3.724 -3.705 0.000
C 3.628 -3.946 -3.107 0.000
P 0.370 -2.146 -1.620 0.002
C 1.622 -1.443 -2.750 0.003
C 1.650 -1.762 -4.103 0.000
C 2.567 -1.154 -4.941 0.000
C 3.468 -0.235 -4.430 0.000
C 3.468 0.062 -3.076 0.000
C 2.548 -0.537 -2.235 0.002
C -1.121 -2.386 -2.648 0.000
C -1.454 -1.624 -3.765 0.000
C -2.653 -1.844 -4.419 0.000
C -3.537 -2.806 -3.956 0.000
C -3.243 -3.521 -2.805 0.000
C -2.048 -3.302 -2.148 -0.001
H 0.261 -4.606 -1.311 0.000
H 1.079 -4.156 -2.816 0.000
H 2.988 -4.626 0.819 0.000
H 1.234 -4.667 0.609 0.000
H -0.785 -1.707 1.359 0.007
H -2.526 -2.427 2.962 0.000
H -1.973 -4.048 4.743 0.000
H 0.296 -4.990 4.893 0.000
H 2.034 -4.295 3.294 0.000
H 4.265 -1.360 -0.107 0.000
H 6.400 -0.513 0.765 0.000
H 6.847 -0.583 3.195 0.000
H 5.174 -1.551 4.725 0.000
H 3.058 -2.439 3.857 0.000
H 4.663 -4.000 0.104 0.000
H 6.785 -3.659 -0.956 0.000
H 6.956 -3.409 -3.416 0.000
H 4.901 -3.663 -4.781 0.000
H 2.774 -4.089 -3.748 0.000
H 0.939 -2.473 -4.502 0.000
H 2.565 -1.388 -5.995 0.000
H 4.163 0.258 -5.092 0.000
H 4.175 0.778 -2.683 0.000
H 2.516 -0.280 -1.173 0.001
H -0.781 -0.856 -4.123 0.000
H -2.900 -1.262 -5.296 0.000
H -4.455 -2.997 -4.490 0.000
H -3.943 -4.246 -2.414 0.000
H -1.844 -3.828 -1.222 0.000
O 0.117 0.469 -1.805 -0.006
N -0.826 1.348 -2.122 0.000
C -0.483 2.445 -2.819 0.003
C -1.392 3.440 -3.047 0.000
C -2.696 3.289 -2.565 0.004
C -3.044 2.137 -1.895 -0.001
C -2.084 1.157 -1.630 0.007
S -2.321 -0.222 -0.660 -0.002
H 0.552 2.469 -3.131 0.000
H -1.092 4.329 -3.574 0.000
H -3.416 4.079 -2.698 0.000
H -4.038 1.988 -1.504 0.000
O -0.841 0.628 1.671 -0.001
C -0.841 1.815 1.233 0.007
O -0.171 2.052 0.199 0.004
C -1.549 2.932 1.945 0.001
C -0.553 4.063 2.180 0.000
Ge -1.467 5.730 2.833 0.000
C -2.811 6.223 1.458 0.000
C -2.481 6.198 0.109 0.000
C -3.412 6.547 -0.853 0.000
C -4.694 6.913 -0.478 0.000
C -5.035 6.943 0.863 0.000
C -4.097 6.603 1.822 0.000
C -0.074 7.094 3.206 0.000
C -0.426 8.350 3.687 0.000
C 0.544 9.278 4.023 0.000
C 1.885 8.960 3.880 0.000
C 2.247 7.717 3.391 0.000
C 1.273 6.793 3.057 0.000
C -2.359 5.194 4.513 0.000
C -1.850 5.578 5.746 0.000
C -2.426 5.131 6.921 0.000
C -3.516 4.277 6.875 0.000
C -4.036 3.888 5.652 0.000
C -3.463 4.349 4.481 0.000
H -1.971 2.565 2.881 0.000
H -2.357 3.292 1.302 0.000
H -0.025 4.251 1.245 0.000
H 0.186 3.741 2.915 0.000
H -1.482 5.908 -0.190 0.000
H -3.137 6.552 -1.898 0.000
H -5.424 7.182 -1.226 0.000
H -6.030 7.241 1.161 0.000
H -4.365 6.630 2.869 0.000
H -1.473 8.597 3.804 0.000
H 0.257 10.249 4.402 0.000
H 2.644 9.680 4.149 0.000
H 3.291 7.465 3.273 0.000
H 1.564 5.823 2.676 0.000
H -0.993 6.239 5.779 0.000
H -2.027 5.449 7.874 0.000
H -3.962 3.920 7.792 0.000
H -4.892 3.228 5.611 0.000
H -3.886 4.055 3.529 0.000
C 1.354 0.352 3.751 0.000
S 1.582 1.366 2.256 0.003
C 3.316 1.796 2.623 0.000
O 1.721 0.365 1.130 0.005
H 2.226 -0.275 3.897 0.000
H 0.458 -0.245 3.616 0.000
H 1.226 1.042 4.576 0.000
H 3.363 2.238 3.611 0.000
H 3.659 2.512 1.885 0.000
H 3.916 0.896 2.582 0.000
```

Computed properties:
* expectation value of S²: 0.75
* spin multiplicity: 2
* charge: +1
* Kohn-Sham gap (alpha / beta): 7.34 / 7.32 eV
* ΔE to the lowest compared entry with this formula, charge and spin: 58.4 kcal per mole

=====

(6)
Computed, not measured: a structure of composition C40H50MoNSSi5, with ωB97M-V with the def2-TZVPD basis set.

XYZ file:
```
98
Properties=species:S:1:pos:R:3:lowdin_spin:R:1
Mo -0.387 -0.917 0.010 1.866
S -2.043 -4.906 1.584 0.011
C -2.506 -3.833 2.869 0.001
C -3.301 -4.095 3.981 0.000
C -3.527 -3.065 4.872 0.000
C -2.972 -1.795 4.663 0.001
C -2.186 -1.539 3.560 0.003
C -1.954 -2.569 2.651 0.005
N -1.194 -2.488 1.492 0.018
C -1.165 -3.624 0.847 0.018
C -0.297 -3.754 -0.327 0.002
C -0.227 -4.924 -1.074 0.004
C 0.826 -5.096 -1.957 0.007
C 1.823 -4.132 -2.037 0.000
C 1.719 -2.945 -1.323 0.006
C 0.616 -2.691 -0.513 -0.034
H -3.727 -5.076 4.145 0.000
H -4.141 -3.241 5.744 0.000
H -3.166 -1.007 5.378 0.000
H -1.751 -0.561 3.393 0.003
H -0.961 -5.710 -0.934 0.000
H 0.896 -5.999 -2.548 0.000
H 2.676 -4.285 -2.686 0.000
H 2.507 -2.214 -1.420 0.000
C 4.927 0.905 0.614 0.002
C 3.982 -0.046 0.950 0.002
C 2.778 -0.099 0.252 0.011
C 2.483 0.772 -0.813 0.013
C 3.474 1.715 -1.131 0.001
C 4.667 1.787 -0.429 0.004
Si 0.915 0.369 -1.844 0.021
C 0.224 1.868 -2.777 0.001
C -0.890 1.623 -3.587 0.000
C -1.459 2.615 -4.371 0.000
C -0.913 3.892 -4.376 -0.001
C 0.202 4.157 -3.597 0.000
C 0.755 3.160 -2.803 -0.001
C 1.554 -0.630 -3.330 0.000
C 0.653 -1.371 -4.101 0.000
C 1.058 -2.058 -5.234 0.000
C 2.391 -2.025 -5.623 -0.001
C 3.303 -1.298 -4.873 0.000
C 2.886 -0.606 -3.741 -0.001
H 5.866 0.955 1.150 0.000
H 4.183 -0.764 1.736 0.000
H 2.098 -0.916 0.497 0.003
H 3.337 2.379 -1.971 0.000
H 5.417 2.512 -0.719 0.000
H -1.315 0.627 -3.624 0.000
H -2.324 2.392 -4.983 0.000
H -1.353 4.672 -4.983 0.000
H 0.643 5.146 -3.605 0.000
H 1.605 3.418 -2.190 0.000
H -0.391 -1.432 -3.805 0.001
H 0.337 -2.625 -5.810 0.000
H 2.716 -2.561 -6.506 0.000
H 4.344 -1.264 -5.170 0.000
H 3.624 -0.050 -3.173 0.000
C 0.117 1.423 4.958 -0.003
Si 1.265 0.815 3.613 0.001
C 1.612 -1.011 3.856 0.001
C 2.828 1.829 3.676 0.002
Si 0.120 1.003 1.525 0.064
Si -0.590 3.263 1.172 -0.002
C -1.431 3.817 2.747 0.002
C 0.990 4.217 0.895 -0.005
C -1.815 3.510 -0.214 0.001
Si -2.880 -0.775 -0.554 -0.022
C -3.337 0.568 0.697 0.002
C -3.467 -0.201 -2.232 -0.004
C -3.947 -2.265 -0.167 -0.007
H 0.471 1.015 5.909 -0.001
H -0.922 1.113 4.830 0.000
H 0.137 2.509 5.035 0.000
H 2.530 -1.149 4.433 0.000
H 1.731 -1.542 2.909 0.001
H 0.800 -1.493 4.405 0.000
H 3.058 2.028 4.726 0.000
H 2.727 2.789 3.167 0.000
H 3.671 1.308 3.232 0.000
H -0.756 3.885 3.596 0.000
H -2.260 3.159 3.019 0.000
H -1.848 4.812 2.568 0.000
H 1.584 4.296 1.807 0.000
H 0.733 5.228 0.570 -0.001
H 1.615 3.762 0.125 0.000
H -2.803 3.713 0.205 0.000
H -1.899 2.670 -0.903 0.000
H -1.514 4.376 -0.807 0.000
H -2.880 1.533 0.478 0.001
H -3.110 0.291 1.728 0.003
H -4.423 0.694 0.628 0.000
H -3.116 0.799 -2.486 0.000
H -4.560 -0.181 -2.199 -0.001
H -3.172 -0.882 -3.033 0.000
H -3.944 -2.544 0.885 0.000
H -3.678 -3.141 -0.760 0.000
H -4.971 -1.993 -0.436 -0.002
```

Computed properties:
* expectation value of S²: 2.05
* spin multiplicity: 3
* charge: +1
* Kohn-Sham gap (alpha / beta): 6.51 / 5.89 eV

=====

(7)
Computed, not measured: a structure of composition C19H40FNO14S3 at a distorted geometry, with ωB97M-V with the def2-TZVPD basis set.

XYZ file:
```
78
Properties=species:S:1:pos:R:3:lowdin_charge:R:1
O 3.788 1.772 -4.472 -0.245
S 3.818 1.199 -3.168 0.533
O 3.846 2.135 -2.106 -0.291
F 2.557 0.329 -2.983 -0.118
N 5.097 0.077 -3.056 -0.550
S 6.284 0.643 -1.895 0.829
C 5.758 -0.080 -4.392 -0.324
C 4.953 -0.951 -5.358 -0.251
C 4.604 -0.246 -6.675 -0.552
S 6.078 0.299 -7.592 0.718
H 7.079 1.309 -2.749 -0.109
H 6.699 -0.576 -4.184 0.102
H 6.006 0.893 -4.810 0.084
H 5.556 -1.815 -5.632 0.104
H 4.049 -1.343 -4.891 0.110
H 4.104 -0.941 -7.343 0.064
H 3.971 0.611 -6.474 0.053
H 6.176 1.544 -7.118 -0.149
C 0.505 -1.724 -2.565 -0.072
C -0.680 -2.458 -1.979 -0.194
O -0.800 -3.796 -2.491 0.044
C 0.054 -4.680 -1.984 -0.614
O 0.894 -4.459 -1.150 0.117
O -0.176 -5.859 -2.560 0.007
C 0.724 -6.895 -2.161 -0.039
H 0.457 -1.735 -3.656 0.086
H 0.511 -0.692 -2.222 0.070
H 1.443 -2.192 -2.269 0.075
H -1.606 -1.960 -2.259 0.126
H -0.634 -2.481 -0.890 0.105
H 0.748 -6.995 -1.078 0.095
H 1.724 -6.692 -2.539 0.098
H 0.349 -7.813 -2.602 0.093
C -0.250 -2.673 2.059 -0.062
C -1.655 -2.560 2.609 -0.202
O -1.739 -1.601 3.675 0.031
C -1.736 -0.327 3.291 -0.612
O -1.692 0.075 2.158 0.125
O -1.796 0.434 4.384 -0.022
C -1.723 1.839 4.127 -0.028
H 0.456 -2.898 2.859 0.085
H -0.197 -3.465 1.311 0.068
H 0.066 -1.740 1.593 0.075
H -1.966 -3.507 3.045 0.124
H -2.373 -2.305 1.829 0.124
H -2.475 2.143 3.403 0.097
H -0.730 2.107 3.770 0.099
H -1.912 2.333 5.076 0.094
C 1.779 4.362 -2.650 -0.063
C 0.390 4.527 -2.074 -0.199
O 0.365 5.455 -0.976 0.042
C 0.419 6.739 -1.311 -0.615
O 0.457 7.187 -2.427 0.123
O 0.414 7.460 -0.187 0.003
C 0.537 8.868 -0.395 -0.043
H 2.487 4.088 -1.873 0.067
H 1.784 3.590 -3.418 0.070
H 2.126 5.292 -3.099 0.082
H 0.042 3.583 -1.658 0.122
H -0.328 4.836 -2.834 0.124
H -0.220 9.229 -1.087 0.095
H 1.530 9.110 -0.770 0.098
H 0.393 9.335 0.576 0.092
C -3.562 -0.927 6.485 -0.067
C -4.134 -2.197 7.073 -0.200
O -5.516 -2.052 7.444 0.040
C -6.382 -2.082 6.436 -0.616
O -6.121 -2.246 5.273 0.122
O -7.606 -1.910 6.938 0.004
C -8.641 -1.853 5.955 -0.042
H -3.713 -0.090 7.170 0.087
H -2.498 -1.042 6.296 0.072
H -4.049 -0.674 5.545 0.074
H -3.616 -2.449 7.996 0.122
H -4.021 -3.039 6.390 0.124
H -8.611 -2.725 5.305 0.094
H -8.549 -0.944 5.363 0.098
H -9.581 -1.837 6.499 0.092
```

Computed properties:
* Kohn-Sham gap: 9.71 eV